Density functional theory data (wB97M-V/def2-TZVPD) for a cluster of 2 separate species, CClIOS in total.

Its gap between HOMO and LUMO (spin up / spin down) is 6.775 / 6.762 eV. For the energy above the lowest of the compared OMol25 structures with the same formula, charge and spin, the calculation gives 39.3 kcal per mole. As for the spin multiplicity: 1. The value obtained for the LUMO energy (spin up / spin down) is -2.4 / -2.4 eV.

Positions of all 5 atoms, in Å:
C  0.76  0.36  0.53
O  0.66  1.40  1.03
S  -1.01  -1.38  0.83
Cl  -2.29  -1.37  -0.64
I  2.66  -0.43  -0.15

These are the Löwdin partial charges, in e, on atoms 1 to 2:
1 C -0.84
2 O -0.02

---

Density functional theory data (wB97M-V/def2-TZVPD) for the ion CClN4 with charge -1.

Its gap between HOMO and LUMO is 8.694 eV. For the energy above the lowest of the compared OMol25 structures with the same formula, charge and spin, the calculation gives 90.0 kcal per mole. As for the spin multiplicity: 1. The value obtained for the LUMO energy is 4.5 eV. The net charge is -1.

Positions of all 6 atoms, in Å:
C  -0.93  -0.45  0.09
N  2.26  -0.89  -0.02
N  -0.58  0.73  0.07
N  1.46  -0.11  -0.05
N  0.80  0.84  -0.06
Cl  -3.01  -0.12  -0.04

These are the Löwdin partial charges, in e, on atoms 1 to 2:
1 C -0.47
2 N 0.15

---

Density functional theory data (wB97M-V/def2-TZVPD) for a structure of composition CClNS.

Its gap between HOMO and LUMO (spin up / spin down) is 8.127 / 7.254 eV. For the energy above the lowest of the compared OMol25 structures with the same formula, charge and spin, the calculation gives 7.5 kcal per mole. As for the spin multiplicity: 3. The value obtained for the LUMO energy (spin up / spin down) is -1.1 / -4.0 eV.

Positions of all 4 atoms, in Å:
C  -1.12  0.15  0.01
N  -2.18  -0.36  0.00
S  1.10  0.91  0.00
Cl  2.21  -0.70  0.00

These are the Löwdin partial charges, in e, on atoms 1 to 2:
1 C -0.43
2 N -0.05

---

Density functional theory data (wB97M-V/def2-TZVPD) for the ion CClO2 with charge -1.

Its gap between HOMO and LUMO is 8.509 eV. For the energy above the lowest of the compared OMol25 structures with the same formula, charge and spin, the calculation gives 44.8 kcal per mole. As for the spin multiplicity: 1. The value obtained for the LUMO energy is 4.1 eV. The net charge is -1.

Positions of all 4 atoms, in Å:
C  -0.06  0.07  -0.05
O  0.28  -0.51  1.29
O  -0.56  1.10  -0.44
Cl  0.59  -1.19  -1.42

These are the Löwdin partial charges, in e, on atoms 1 to 2:
1 C -0.81
2 O -0.36

---

Density functional theory data (wB97M-V/def2-TZVPD) for a structure of composition CF3MnO2S.

Its gap between HOMO and LUMO (spin up / spin down) is 6.820 / 6.649 eV. As for the spin multiplicity: 7. The value obtained for the LUMO energy (spin up / spin down) is -1.9 / -2.2 eV.

Positions of all 8 atoms, in Å:
O  -1.01  -1.03  -1.72
Mn  -2.25  -1.36  -0.34
S  -0.55  0.65  1.22
O  -1.25  -0.79  1.09
C  0.83  0.53  0.02
F  1.99  1.35  0.73
F  1.44  -0.66  0.08
F  0.80  1.31  -1.08

These are the Löwdin partial charges, in e, on atoms 1 to 2:
1 O -0.42
2 Mn 1.00

---

Density functional theory data (wB97M-V/def2-TZVPD) for the ion CF3N2O2S with charge +1.

Its gap between HOMO and LUMO is 10.931 eV. For the energy above the lowest of the compared OMol25 structures with the same formula, charge and spin, the calculation gives 0.0 kcal per mole. As for the spin multiplicity: 1. The value obtained for the LUMO energy is -7.8 eV. The net charge is +1.

Positions of all 9 atoms, in Å:
C  1.20  -0.30  0.14
N  -2.38  -1.13  -1.13
N  -1.46  -0.64  -0.84
O  -0.48  1.97  -0.54
O  -0.96  0.65  1.67
F  1.03  -1.28  0.93
F  1.20  -0.51  -1.15
F  2.23  0.42  0.59
S  -0.39  0.81  0.34

These are the Löwdin partial charges, in e, on atoms 1 to 2:
1 C -0.67
2 N 0.28

---

Density functional theory data (wB97M-V/def2-TZVPD) for a cluster of 2 separate species, CF3N3 in total.

Its gap between HOMO and LUMO is 12.014 eV. For the energy above the lowest of the compared OMol25 structures with the same formula, charge and spin, the calculation gives 22.4 kcal per mole. As for the spin multiplicity: 1. The value obtained for the LUMO energy is 0.0 eV.

Positions of all 7 atoms, in Å:
C  -1.27  1.21  -0.89
N  2.08  -0.76  -0.10
N  -0.52  1.24  -0.05
N  1.12  -0.83  0.53
F  -2.13  1.19  -1.82
F  0.92  -0.75  1.95
F  -0.20  -1.30  0.39

These are the Löwdin partial charges, in e, on atoms 1 to 2:
1 C -0.32
2 N 0.25

---

Density functional theory data (wB97M-V/def2-TZVPD) for a cluster of 2 separate species, CF3NO2S in total.

Its gap between HOMO and LUMO (spin up / spin down) is 10.482 / 10.296 eV. For the energy above the lowest of the compared OMol25 structures with the same formula, charge and spin, the calculation gives 0.0 kcal per mole. As for the spin multiplicity: 3. The value obtained for the LUMO energy (spin up / spin down) is -1.7 / -2.1 eV.

Positions of all 8 atoms, in Å:
C  -1.24  -0.12  0.15
N  -1.11  0.52  1.31
O  1.25  -0.05  0.65
O  2.70  0.79  -1.14
F  -2.67  -0.20  -0.16
F  -0.80  -1.38  0.10
F  -0.68  0.58  -0.89
S  2.53  -0.14  -0.02

These are the Löwdin partial charges, in e, on atoms 1 to 2:
1 C -0.75
2 N 0.41

---

Density functional theory data (wB97M-V/def2-TZVPD) for a structure of composition CF3O2S.

Its gap between HOMO and LUMO (spin up / spin down) is 6.805 / 8.051 eV. For the energy above the lowest of the compared OMol25 structures with the same formula, charge and spin, the calculation gives 113.7 kcal per mole. As for the spin multiplicity: 1. The value obtained for the LUMO energy (spin up / spin down) is 2.2 / 3.4 eV. The net charge is -1.

Positions of all 7 atoms, in Å:
C  0.77  -0.85  0.22
O  -1.78  0.26  1.77
O  -1.34  -0.36  -1.29
F  1.73  -0.84  -0.77
F  1.40  -0.28  1.29
F  -0.15  1.80  -0.98
S  -0.63  0.27  -0.23

These are the Löwdin partial charges, in e, on atoms 1 to 2:
1 C -0.43
2 O -0.56

---

Density functional theory data (wB97M-V/def2-TZVPD) for an isolated molecule of CF4S2.

Its gap between HOMO and LUMO is 9.401 eV. For the energy above the lowest of the compared OMol25 structures with the same formula, charge and spin, the calculation gives 15.6 kcal per mole. As for the spin multiplicity: 1. The value obtained for the LUMO energy is -1.1 eV.

Positions of all 7 atoms, in Å:
C  0.45  -0.03  -0.07
F  1.45  -1.07  -0.79
F  1.03  0.55  0.91
F  -0.89  2.10  -0.52
F  -0.94  -1.69  1.72
S  -0.03  1.05  -1.53
S  -1.08  -0.90  0.27

These are the Löwdin partial charges, in e, on atoms 1 to 2:
1 C -0.97
2 F -0.19

---

Density functional theory data (wB97M-V/def2-TZVPD) for a cluster of 2 separate species, CF5N in total.

Its gap between HOMO and LUMO is 9.973 eV. For the energy above the lowest of the compared OMol25 structures with the same formula, charge and spin, the calculation gives 42.7 kcal per mole. As for the spin multiplicity: 1. The value obtained for the LUMO energy is -0.6 eV.

Positions of all 7 atoms, in Å:
C  -0.38  0.11  0.77
N  0.11  0.12  -1.28
F  0.55  -0.57  1.40
F  -0.49  1.37  1.07
F  -1.52  -0.49  1.03
F  1.35  0.68  -1.42
F  0.39  -1.22  -1.59

These are the Löwdin partial charges, in e, on atoms 1 to 2:
1 C -0.49
2 N 0.06

---

Density functional theory data (wB97M-V/def2-TZVPD) for a cluster of 2 separate species, CFI3 in total.

Its gap between HOMO and LUMO is 6.991 eV. For the energy above the lowest of the compared OMol25 structures with the same formula, charge and spin, the calculation gives 0.0 kcal per mole. As for the spin multiplicity: 1. The value obtained for the LUMO energy is -1.8 eV.

Positions of all 5 atoms, in Å:
C  -0.19  0.12  0.37
F  -0.20  -0.60  -0.73
I  3.68  -0.36  0.56
I  2.25  1.70  -0.36
I  -2.12  0.79  0.77

These are the Löwdin partial charges, in e, on atoms 1 to 2:
1 C -0.80
2 F -0.17

---

Density functional theory data (wB97M-V/def2-TZVPD) for a cluster of 2 separate species, CFIN2O4 in total.

Its gap between HOMO and LUMO (spin up / spin down) is 7.896 / 8.183 eV. For the energy above the lowest of the compared OMol25 structures with the same formula, charge and spin, the calculation gives 41.4 kcal per mole. As for the spin multiplicity: 1. The value obtained for the LUMO energy (spin up / spin down) is -2.2 / -1.5 eV.

Positions of all 9 atoms, in Å:
C  0.48  -0.47  0.45
N  -0.19  -1.38  -0.38
N  -0.54  1.70  -0.04
O  0.25  -1.56  -1.48
O  -1.18  -1.85  0.10
O  0.25  1.95  -0.85
O  -1.59  1.96  0.40
F  0.04  -0.43  1.76
I  2.47  0.08  0.04

These are the Löwdin partial charges, in e, on atoms 1 to 2:
1 C -0.66
2 N -0.48

---

Density functional theory data (wB97M-V/def2-TZVPD) for a cluster of 2 separate species, CFN2O in total.

Its gap between HOMO and LUMO (spin up / spin down) is 7.057 / 7.175 eV. For the energy above the lowest of the compared OMol25 structures with the same formula, charge and spin, the calculation gives 14.8 kcal per mole. As for the spin multiplicity: 1. The value obtained for the LUMO energy (spin up / spin down) is 2.7 / 2.7 eV. The net charge is -1.

Positions of all 5 atoms, in Å:
C  0.67  -0.45  -0.15
N  1.21  -1.45  -0.22
N  0.11  0.66  0.35
O  0.11  1.79  -0.13
F  -2.10  -0.54  0.15

These are the Löwdin partial charges, in e, on atoms 1 to 2:
1 C -0.34
2 N 0.14

---

Density functional theory data (wB97M-V/def2-TZVPD) for an isolated molecule of CFNO3.

Its gap between HOMO and LUMO is 10.714 eV. For the energy above the lowest of the compared OMol25 structures with the same formula, charge and spin, the calculation gives 64.1 kcal per mole. As for the spin multiplicity: 1. The value obtained for the LUMO energy is -1.9 eV.

Positions of all 6 atoms, in Å:
C  -0.69  -0.28  0.11
N  0.85  0.10  -0.02
O  1.31  0.05  1.09
O  -1.29  -0.64  1.07
O  1.32  0.43  -1.05
F  -1.49  0.34  -1.19

These are the Löwdin partial charges, in e, on atoms 1 to 2:
1 C -0.10
2 N -0.33

---

Density functional theory data (wB97M-V/def2-TZVPD) for a cluster of 2 separate species, CFNS in total.

Its gap between HOMO and LUMO (spin up / spin down) is 7.607 / 7.607 eV. For the energy above the lowest of the compared OMol25 structures with the same formula, charge and spin, the calculation gives 65.7 kcal per mole. As for the spin multiplicity: 1. The value obtained for the LUMO energy (spin up / spin down) is -3.8 / -3.8 eV.

Positions of all 4 atoms, in Å:
C  0.79  0.79  -0.35
N  1.31  1.33  -1.19
F  -1.75  -1.17  0.35
S  -0.35  -0.95  1.20

These are the Löwdin partial charges, in e, on atoms 1 to 2:
1 C -0.28
2 N -0.01

---

Density functional theory data (wB97M-V/def2-TZVPD) for a structure of composition CH10CeNO.

Its gap between HOMO and LUMO (spin up / spin down) is 8.202 / 8.205 eV. As for the spin multiplicity: 1. The value obtained for the LUMO energy (spin up / spin down) is -4.6 / -4.6 eV. The net charge is +1.

Positions of all 14 atoms, in Å:
C  1.47  -1.68  0.22
Ce  0.01  0.01  -0.02
N  -1.78  1.73  -0.33
H  -0.32  -0.56  -1.70
H  -2.65  1.21  -0.23
H  1.30  0.85  -0.95
H  1.76  -1.91  -0.81
H  0.80  -2.43  0.69
H  2.26  -1.25  0.86
H  -1.64  2.45  0.38
H  -1.57  2.01  -1.27
O  -0.72  -0.29  2.47
H  0.21  -0.30  2.81
H  -0.96  -1.26  2.36

These are the Löwdin partial charges, in e, on atoms 1 to 2:
1 C -0.27
2 Ce 1.19

---

Density functional theory data (wB97M-V/def2-TZVPD) for a structure of composition CH10F3Na3O8S.

Its gap between HOMO and LUMO is 7.593 eV. As for the spin multiplicity: 1. The value obtained for the LUMO energy is -8.0 eV. The net charge is +2.

Positions of all 26 atoms, in Å:
Na  4.20  12.51  -5.72
Na  5.33  9.88  -9.96
Na  4.69  8.38  -7.31
C  7.80  10.94  -7.18
F  8.00  10.35  -6.01
F  8.27  12.14  -7.10
F  8.55  10.30  -8.12
S  5.97  11.01  -7.79
O  5.47  9.64  -7.94
O  5.38  11.82  -6.70
O  6.00  11.72  -9.07
O  5.13  11.28  -11.06
H  5.29  11.39  -12.00
H  5.54  12.05  -10.66
O  7.78  13.66  -10.30
H  7.56  14.59  -10.23
H  7.47  13.27  -9.48
O  5.27  10.94  -4.67
H  6.02  10.71  -4.13
H  5.56  10.79  -5.57
O  9.60  9.86  -5.01
H  8.73  10.05  -5.36
H  9.92  10.70  -4.70
O  3.75  10.36  -8.73
H  3.60  11.09  -8.13
H  3.14  9.68  -8.43

These are the Löwdin partial charges, in e, on atoms 1 to 2:
1 Na 0.75
2 Na 0.55

---

Largest force on an atom
In order: 2.74; 6.46; 1.97; 8.05; 6.05; 4.47; 3.08; 5.95; 3.29; 4.27; 2.33; 1.35; 3.62; 3.95; 4.97; 6.64; 1.89; 13.10
Unit: eV Å⁻¹
E_tot
In order: -34540.560; -19516.493; -25880.153; -17655.369; -55434.870; -27088.906; -13652.677; -25605.646; -24114.634; -33574.701; -16108.952; -28053.464; -23016.149; -8778.961; -11382.157; -16074.838; -17653.692; -49794.320
Unit: eV